[1]
Below is a molecular structure, C24H39F5N2O4SbSi3SnTe, with properties calculated with wB97M-V/def2-TZVPD.

total charge: +1
strongest force on any atom: 0.0143 hartree/bohr
HOMO-LUMO gap: 0.2478 hartree
LUMO: -3.97 eV

CARTESIAN COORDINATES (ANGSTROEM)
Sn: 1.6142 -1.0243 -1.6749
C: -3.0251 0.6332 -3.8635
O: -1.7738 0.6048 -4.5608
C: -1.3788 -0.6853 -4.7976
C: -1.8850 -1.3614 -5.8863
C: -1.5828 -2.7030 -6.1217
C: -0.7945 -3.3674 -5.2188
C: -0.2284 -2.6931 -4.1210
C: 0.3784 -3.5113 -3.1098
N: 1.0006 -3.0801 -2.0678
N: 1.2448 -4.0364 -1.0925
C: 1.1337 -3.5800 0.0989
O: 0.8873 -2.2605 0.3519
C: 1.3939 -4.4662 1.2500
C: 1.9187 -5.7384 1.0141
C: 2.1682 -6.5917 2.0728
C: 1.8961 -6.1837 3.3729
C: 1.3810 -4.9191 3.6094
C: 1.1341 -4.0549 2.5533
C: -0.4632 -1.3129 -3.9281
O: 0.1426 -0.5866 -2.9886
H: -3.3122 1.6775 -3.7758
H: -2.9274 0.1859 -2.8704
H: -3.7884 0.0967 -4.4315
H: -2.5491 -0.8201 -6.5494
H: -1.9997 -3.2134 -6.9778
H: -0.6018 -4.4273 -5.3306
H: 0.2269 -4.5873 -3.1684
H: 2.1233 -6.0495 -0.0003
H: 2.5741 -7.5763 1.8837
H: 2.0896 -6.8534 4.2006
H: 1.1684 -4.6015 4.6216
H: 0.7435 -3.0692 2.7500
C: -2.4706 1.9007 3.7973
Si: -2.2814 2.7024 2.1363
C: -1.8098 4.5020 2.2992
C: -3.6066 2.3702 0.8907
Sb: 0.0040 1.9529 1.0920
Si: 2.0962 1.6149 2.5733
C: 3.1888 0.4748 1.5931
C: 2.7595 3.3564 2.7086
C: 1.5968 0.9287 4.2270
Si: 0.6335 3.3073 -1.0309
C: -0.7985 3.1011 -2.1842
C: 2.1843 2.6150 -1.7998
C: 0.9014 5.0677 -0.4739
H: -3.1086 2.5349 4.4194
H: -1.5116 1.8006 4.3069
H: -2.9159 0.9122 3.7194
H: -2.6514 5.0510 2.7317
H: -1.5791 4.9692 1.3418
H: -0.9612 4.6431 2.9740
H: -4.5761 2.6496 1.3127
H: -3.6295 1.3113 0.6360
H: -3.4581 2.9524 -0.0208
H: 3.2239 0.7092 0.5292
H: 2.8396 -0.5531 1.7057
H: 4.2091 0.5425 1.9820
H: 3.1095 3.7399 1.7481
H: 3.6093 3.3639 3.3965
H: 2.0178 4.0523 3.1079
H: 1.4648 -0.1510 4.1711
H: 0.6729 1.3610 4.6108
H: 2.3887 1.1560 4.9461
H: -0.8047 2.0842 -2.5793
H: -0.6661 3.7852 -3.0281
H: -1.7675 3.3093 -1.7280
H: 1.9455 1.8027 -2.4858
H: 2.9496 2.2801 -1.0997
H: 2.6217 3.4203 -2.3987
H: -0.0209 5.5583 -0.1629
H: 1.3000 5.6344 -1.3201
H: 1.6221 5.1493 0.3418
F: -1.8946 -0.2259 2.0174
Te: -0.8979 -1.2764 0.7503
F: 0.2505 -0.9981 2.2835
F: -1.6491 -2.6874 1.6653
F: -2.3324 -0.4358 -0.2060
F: -1.2357 -2.3655 -0.7636
O: 0.1286 0.1825 0.0230

***

[2]
Below is a molecular structure, C36H43MnN2PSb, with properties calculated with wB97M-V/def2-TZVPD.

total charge: +2
strongest force on any atom: 0.0029 hartree/bohr
spin multiplicity: 5
HOMO-LUMO gap (alpha / beta): 0.2294 / 0.2967 hartree
LUMO (alpha / beta): -7.27 / -5.66 eV

CARTESIAN COORDINATES (ANGSTROEM)
Mn: 0.3145 -0.2135 -0.0087
C: -0.1060 2.8012 4.7273
C: -1.1094 2.2353 3.9483
C: -0.9157 2.0735 2.5880
C: 0.2809 2.4926 1.9981
C: 1.2872 3.0498 2.7825
C: 1.0881 3.2042 4.1475
P: 0.5229 2.1922 0.2424
C: -0.6316 3.1653 -0.7315
C: -1.6605 3.9075 -0.1546
C: -2.5470 4.5952 -0.9706
C: -2.4074 4.5448 -2.3503
C: -1.3738 3.8143 -2.9263
C: -0.4869 3.1218 -2.1202
C: 2.2071 2.5425 -0.2515
C: 2.7990 3.7567 -0.4783
C: 4.1699 3.7923 -0.8171
C: 4.9012 2.6382 -0.9206
C: 4.3070 1.3696 -0.7019
C: 4.9972 0.1355 -0.8177
C: 4.3526 -1.0521 -0.6119
C: 2.9726 -1.0802 -0.2737
C: 2.2870 0.0992 -0.1856
C: 2.9391 1.3408 -0.3738
H: -0.2598 2.9320 5.7901
H: -2.0423 1.9271 4.4014
H: -1.7022 1.6293 1.9853
H: 2.2198 3.3673 2.3338
H: 1.8646 3.6468 4.7564
H: -1.7623 3.9669 0.9209
H: -3.3407 5.1809 -0.5270
H: -3.0969 5.0891 -2.9817
H: -1.2559 3.7962 -4.0018
H: 0.3332 2.5689 -2.5667
H: 2.2364 4.6793 -0.4035
H: 4.6442 4.7471 -0.9976
H: 5.9499 2.6850 -1.1867
H: 6.0497 0.1427 -1.0716
H: 4.8910 -1.9863 -0.6977
H: 2.4978 -2.0428 -0.0956
C: -4.3568 -1.6434 -2.5642
C: -3.4118 -0.8397 -1.6805
C: -3.6350 0.6672 -1.8076
Sb: -1.3157 -1.2232 -2.0213
C: -1.0736 -3.3498 -2.2821
C: -1.6708 -4.0570 -1.0680
C: -1.6095 -3.8988 -3.5981
C: -0.8127 -0.2969 -3.8981
C: 0.5985 -0.7397 -4.2819
C: -1.8199 -0.5210 -5.0196
H: -5.3890 -1.3632 -2.3406
H: -4.2682 -2.7167 -2.3977
H: -4.1913 -1.4487 -3.6239
H: -3.5642 -1.1320 -0.6374
H: -3.4666 1.0099 -2.8309
H: -2.9776 1.2474 -1.1528
H: -4.6650 0.9204 -1.5480
H: 0.0129 -3.4739 -2.2636
H: -2.7489 -3.8969 -0.9915
H: -1.2092 -3.7310 -0.1320
H: -1.5127 -5.1342 -1.1494
H: -2.6781 -3.7214 -3.7193
H: -1.4551 -4.9801 -3.6242
H: -1.0924 -3.4799 -4.4604
H: -0.7928 0.7672 -3.6503
H: 0.6446 -1.8095 -4.4955
H: 1.3319 -0.5175 -3.5011
H: 0.9197 -0.2195 -5.1868
H: -1.9412 -1.5758 -5.2632
H: -1.4707 -0.0194 -5.9254
H: -2.8012 -0.1101 -4.7835
N: -0.9884 -2.3564 5.6753
C: -0.6772 -1.9723 4.4308
C: 0.5800 -1.4147 4.1230
C: 0.8494 -1.0331 2.8392
N: -0.0263 -1.1651 1.8190
C: -1.2312 -1.6974 2.1158
C: -1.5977 -2.1005 3.3680
H: -0.3150 -2.3034 6.4196
H: -1.8712 -2.7908 5.8810
H: 1.3318 -1.2854 4.8895
H: 1.8098 -0.5978 2.5901
H: -1.9225 -1.8052 1.2870
H: -2.5787 -2.5236 3.5353

***

[3]
Below is 10 unconnected molecules or ions with the total composition C13H46FN2O9 at a distorted geometry, with properties calculated with wB97M-V/def2-TZVPD.

total charge: -1
strongest force on any atom: 0.0223 hartree/bohr
HOMO-LUMO gap: 0.1320 hartree
LUMO: 2.02 eV

CARTESIAN COORDINATES (ANGSTROEM)
C: -3.6747 -1.7476 -3.7119
C: -3.4947 -2.2561 -2.2702
F: -4.2854 -1.4413 -1.4350
C: -2.0274 -2.2895 -1.8428
N: -1.7694 -2.6234 -0.4688
C: -1.9758 -1.5070 0.4225
N: -3.1314 -1.7261 1.3365
H: -4.3182 -2.4368 -4.2600
H: -2.7306 -1.6774 -4.2472
H: -4.1823 -0.7870 -3.7094
H: -3.8828 -3.2732 -2.2206
H: -1.5865 -3.0842 -2.4584
H: -1.5308 -1.3547 -2.1611
H: -1.0969 -1.4140 1.0803
H: -2.1056 -0.5553 -0.1103
H: -3.9107 -1.1291 1.0912
H: -3.4085 -2.6854 1.1728
C: -2.1789 -4.7716 3.9528
O: -2.9076 -4.3823 2.8013
H: -2.8781 -4.8768 4.7734
H: -1.6746 -5.7322 3.7938
H: -1.4344 -4.0128 4.2144
H: -2.2875 -4.2745 2.0670
C: -2.0188 -4.8369 7.9561
O: -1.6599 -5.5604 6.7866
H: -2.4394 -3.8878 7.6336
H: -2.7705 -5.3760 8.5403
H: -1.1451 -4.6404 8.5846
H: -1.2860 -6.4029 7.0618
C: 1.8601 0.0766 0.0201
O: 1.2780 -0.6304 -1.0644
H: 2.2532 1.0187 -0.3569
H: 1.1104 0.2899 0.7858
H: 2.6796 -0.4932 0.4711
H: 0.9061 -1.4524 -0.7124
C: 1.8914 2.8250 2.9966
O: 2.8179 1.8966 2.4300
H: 0.8917 2.4264 2.8502
H: 2.0717 2.9427 4.0661
H: 1.9721 3.7908 2.4961
H: 3.7028 2.2498 2.5574
C: 2.2126 6.2399 0.4253
O: 2.5343 4.8588 0.4219
H: 1.1602 6.3336 0.6830
H: 2.8065 6.7840 1.1676
H: 2.3725 6.6874 -0.5613
H: 3.4671 4.7719 0.1946
C: 0.0106 -1.0333 -6.3057
O: -0.1766 -2.0462 -5.3257
H: -0.4047 -0.1113 -5.9053
H: 1.0753 -0.8817 -6.5102
H: -0.5029 -1.2791 -7.2372
H: 0.1897 -2.8650 -5.6719
C: 5.8874 5.5676 -1.0961
O: 5.6442 4.5658 -0.1110
H: 5.3953 6.4791 -0.7655
H: 6.9574 5.7629 -1.2012
H: 5.4752 5.2745 -2.0647
H: 6.0739 3.7546 -0.3999
C: 0.0584 1.7171 -9.0985
O: 0.2992 0.3203 -9.2258
H: -0.9518 1.8406 -8.7179
H: 0.7580 2.1748 -8.3941
H: 0.1360 2.2217 -10.0660
H: 1.1940 0.2043 -9.5589
C: -0.1258 1.0948 5.8630
O: -0.0032 2.4881 5.5838
H: 0.7707 0.7890 6.3965
H: -0.9976 0.8940 6.4912
H: -0.2037 0.5136 4.9416
H: -0.7940 2.7578 5.1066

***

[4]
Below is a molecular structure, C8H12F3MoN11O6S, with properties calculated with wB97M-V/def2-TZVPD.

total charge: +2
strongest force on any atom: 0.0033 hartree/bohr
HOMO-LUMO gap: 0.2102 hartree
LUMO: -11.07 eV

CARTESIAN COORDINATES (ANGSTROEM)
Mo: -0.0906 -0.6999 0.5266
N: -0.2661 -1.3536 2.7014
N: -1.4947 -2.0100 2.8786
C: -2.2136 -2.3480 1.7690
O: -3.1735 -2.9997 1.6387
O: -1.6174 -1.6552 0.6546
H: 0.5328 -1.9604 2.9039
H: -0.2093 -0.5524 3.3300
H: -1.6501 -2.5248 3.7378
N: 2.4447 1.3660 -0.5099
C: 2.6003 0.7115 0.6585
N: 3.6738 0.6959 1.3904
N: 3.3707 -0.0568 2.4692
N: 2.1900 -0.5048 2.4412
N: 1.5938 -0.0532 1.2679
C: 1.2466 1.4677 -1.1550
N: 0.9430 2.2467 -2.1510
N: -0.3790 2.0572 -2.3535
N: -0.8885 1.2291 -1.5347
N: 0.1432 0.8002 -0.7223
H: 3.2236 1.9250 -0.8500
C: -3.1524 2.1804 1.8495
C: -1.9303 3.0482 1.5644
C: -0.7837 2.0990 1.8187
O: -1.3114 0.7596 1.3907
C: -2.8137 0.8886 1.1475
H: -4.0703 2.6039 1.4456
H: -3.2891 2.0201 2.9195
H: -1.8664 3.9217 2.2102
H: -1.9279 3.3879 0.5285
H: -0.5323 1.9914 2.8740
H: 0.1086 2.3131 1.2394
H: -3.2775 0.0054 1.5718
H: -2.9402 0.9281 0.0677
F: 3.3263 -3.9750 -0.4912
C: 2.7801 -2.9549 -1.0927
F: 3.2694 -1.8103 -0.6288
F: 2.8901 -3.0195 -2.3903
S: 0.9512 -2.9725 -0.6795
O: 0.8306 -2.6229 0.7855
O: 0.3424 -4.1400 -1.1551
O: 0.4290 -1.6182 -1.2057

***

[5]
Below is 10 unconnected molecules or ions with the total composition C20H60O10 at a distorted geometry, with properties calculated with wB97M-V/def2-TZVPD.

strongest force on any atom: 0.0805 hartree/bohr
HOMO-LUMO gap: 0.3549 hartree
LUMO: 0.46 eV

CARTESIAN COORDINATES (ANGSTROEM)
C: -4.2504 -2.4068 2.9619
C: -3.2184 -2.9680 1.9728
O: -1.9005 -3.0296 2.5581
H: -5.1614 -2.1134 2.3834
H: -3.9331 -1.4527 3.3758
H: -4.6296 -3.0294 3.7122
H: -3.1568 -2.3494 1.0674
H: -3.5225 -3.9623 1.5585
H: -2.0013 -3.3904 3.4522
C: 0.7457 4.0325 -4.1972
C: 0.7313 4.2309 -2.6790
O: 0.0059 3.1794 -2.0703
H: 1.1476 2.9972 -4.3598
H: 1.3778 4.8058 -4.6428
H: -0.3141 4.1236 -4.5749
H: 0.3153 5.1562 -2.4202
H: 1.7400 4.2891 -2.2619
H: 0.5980 2.7201 -1.5108
C: 2.2844 0.1439 -3.6371
C: 1.4348 0.3239 -2.3600
O: 1.9382 1.4238 -1.5519
H: 1.7400 -0.5549 -4.2856
H: 3.3181 -0.2651 -3.4823
H: 2.3464 1.0741 -4.2014
H: 1.2743 -0.6282 -1.8952
H: 0.4546 0.6713 -2.7510
H: 2.4333 1.0756 -0.7755
C: -1.9902 -3.2609 -2.3234
C: -1.6057 -2.5661 -3.6035
O: -0.5369 -3.1179 -4.3272
H: -2.2448 -4.3276 -2.5186
H: -3.0025 -2.8655 -2.0049
H: -1.1940 -3.2463 -1.5814
H: -1.2006 -1.5919 -3.3132
H: -2.4604 -2.3946 -4.2478
H: -0.7399 -3.9998 -4.6277
C: -3.9596 1.5880 -3.6148
C: -2.9779 2.7148 -3.3739
O: -2.9039 2.8632 -2.0041
H: -4.9531 1.8711 -3.3950
H: -3.6343 0.7453 -3.0042
H: -3.9433 1.2222 -4.6286
H: -3.3589 3.6664 -3.9144
H: -2.0207 2.4889 -3.8617
H: -1.9785 3.1498 -1.7450
C: -1.2517 0.4635 5.5419
C: -0.3100 1.1331 4.4576
O: 0.9667 0.7228 4.6203
H: -1.0306 -0.5506 5.6650
H: -2.3424 0.4848 5.3085
H: -1.0357 0.8811 6.5098
H: -0.3657 2.1900 4.5687
H: -0.6070 0.7931 3.4271
H: 1.1257 0.8923 5.5441
C: 1.5957 -3.9334 -0.6426
C: 0.5963 -4.0635 0.4925
O: 0.2157 -2.7553 0.8531
H: 1.8590 -4.8678 -1.1831
H: 2.5305 -3.6019 -0.1320
H: 1.4165 -3.2474 -1.4836
H: 1.0542 -4.5630 1.3083
H: -0.2631 -4.7357 0.2281
H: -0.5223 -2.8734 1.5231
C: 4.8447 -1.5439 2.4115
C: 4.6756 -1.2186 0.8868
O: 3.4893 -0.4386 0.5556
H: 4.0558 -2.1847 2.6719
H: 4.8436 -0.6215 2.9524
H: 5.7836 -2.0395 2.5258
H: 4.6240 -2.1578 0.3357
H: 5.5662 -0.7987 0.4459
H: 3.3675 0.2149 1.2504
C: -1.9810 1.1072 0.9863
C: -1.2356 0.3846 -0.1517
O: -1.6660 -1.0004 -0.1901
H: -1.7927 0.5692 1.9178
H: -3.0790 1.2363 0.8733
H: -1.5474 2.1168 1.1151
H: -0.1716 0.5184 0.0067
H: -1.5862 0.7596 -1.1497
H: -0.9571 -1.5932 -0.4641
C: 2.5655 3.9644 3.0532
C: 2.3243 2.6230 2.3423
O: 2.9914 1.4469 2.8680
H: 2.2658 3.9754 4.1035
H: 1.9888 4.7020 2.5357
H: 3.6068 4.3681 2.9922
H: 2.6014 2.6898 1.2256
H: 1.2761 2.4378 2.4244
H: 2.4216 1.0778 3.5729

***

no.,total energy (hartree)
1,-3438.65389
2,-3239.22250
3,-1409.21405
4,-2131.04246
5,-1550.25705